67
Properties=species:S:1:pos:R:3 method="wB97M-V/def2-TZVPD" lumo_ha="-0.3461 / -0.4560" energy_ev=-72983.971 charge=+3 spin_multiplicity=5 relative_energy_kj_mol=66.6 gap_ev="7.7 / 4.7" mol_weight_g_mol=656.763
Ru -0.84 0.17 -0.03
S -3.02 0.14 1.02
S -2.16 0.87 -2.07
P -3.78 0.49 -0.89
N -1.08 -3.87 -0.50
N -0.31 2.14 0.22
N -1.28 -2.88 0.35
N -1.00 -1.81 -0.31
N -0.61 -2.05 -1.57
N 1.25 -0.01 0.15
C 1.87 1.20 0.12
C -2.60 -5.56 2.02
C 3.39 -1.06 0.17
C 4.03 0.16 0.10
C 0.72 4.72 0.29
C -6.82 -2.09 -1.48
C -4.85 1.93 -0.71
C 3.82 2.66 0.07
C -4.77 -0.86 -1.55
C -0.65 -3.36 -1.68
C 2.00 -1.11 0.21
C -5.95 -1.20 -0.89
C -0.63 4.50 0.37
C -5.08 2.73 -1.83
C -6.62 4.03 -0.51
C -5.97 3.78 -1.72
C 1.61 3.63 0.19
C 1.04 2.35 0.17
C -5.34 -2.29 -3.38
C -6.39 3.22 0.59
C -6.52 -2.63 -2.73
C -3.85 -4.67 0.00
C -1.12 3.19 0.33
C -2.71 -5.56 0.50
C -1.34 -5.28 -0.17
C -5.50 2.16 0.50
C -4.45 -1.41 -2.79
C 3.26 1.34 0.09
C 3.03 3.75 0.12
H -3.54 -1.13 -3.30
H 3.95 -1.98 0.21
H -3.85 -4.58 -1.09
H 1.12 5.73 0.31
H -2.23 -4.60 2.39
H -7.21 -3.31 -3.20
H -6.90 3.41 1.53
H -5.12 -2.69 -4.36
H -5.33 1.53 1.36
H -0.53 -5.62 0.48
H -2.95 -6.58 0.19
H -6.20 -0.76 0.07
H -7.75 -2.35 -0.98
H 5.11 0.22 0.06
H -1.33 5.32 0.46
H -6.18 4.40 -2.59
H -3.80 -3.68 0.45
H -1.93 -6.34 2.37
H -4.59 2.53 -2.77
H 1.50 -2.06 0.29
H -0.38 -3.92 -2.55
H -1.26 -5.82 -1.11
H -3.58 -5.74 2.47
H 4.90 2.76 0.02
H -2.18 3.00 0.39
H -7.30 4.87 -0.43
H 3.46 4.75 0.11
H -4.81 -5.11 0.29